C16H35F3MnN4O8S | the ωB97M-V functional and the def2-TZVPD basis

E_HOMO (spin up / spin down) ... -6.856 / -7.066 eV
ΔE to the lowest compared entry with this formula, charge and spin ... 75.5 kcal/mol
2S+1 ... 6
Charge ... 0
⟨S²⟩ ... 8.75

Element x y z (Å)
Mn (-0.570, 0.343, 0.000)
C (-3.882, -1.152, -2.781)
F (-4.516, -0.285, -3.637)
F (-4.707, -2.256, -2.779)
F (-2.622, -1.500, -3.194)
S (-3.785, -0.218, -1.087)
O (-4.681, 0.916, -1.132)
O (-4.207, -1.167, -0.045)
O (-2.372, 0.148, -0.873)
C (0.745, 4.598, 0.655)
C (-0.201, 3.647, -0.218)
C (0.417, 3.425, -1.637)
O (-0.453, 2.401, 0.425)
H (0.417, 4.872, 1.658)
H (0.751, 5.535, 0.097)
H (1.771, 4.261, 0.802)
H (-1.182, 4.071, -0.432)
H (-0.271, 2.832, -2.240)
H (1.400, 2.954, -1.651)
H (0.356, 4.403, -2.114)
C (-1.838, -0.364, 2.981)
O (-1.480, -0.118, 1.810)
N (-1.456, 0.401, 4.037)
C (-1.824, -0.002, 5.393)
C (-0.719, 1.586, 3.837)
H (-2.404, -1.248, 3.312)
H (-2.101, 0.899, 5.941)
H (-0.954, -0.365, 5.941)
H (-2.562, -0.792, 5.534)
H (-1.402, 2.395, 3.577)
H (-0.155, 1.874, 4.724)
H (0.044, 1.525, 3.062)
C (1.731, -0.057, 2.183)
O (1.101, -0.247, 1.095)
N (2.970, 0.618, 2.115)
C (3.467, 1.124, 0.747)
C (3.870, 0.791, 3.287)
H (1.461, -0.451, 3.175)
H (2.667, 1.098, 0.006)
H (4.290, 0.534, 0.343)
H (3.707, 2.138, 1.065)
H (3.138, 0.923, 4.084)
H (4.418, -0.094, 3.609)
H (4.440, 1.720, 3.288)
C (-1.032, -3.013, 0.113)
O (-0.607, -1.923, -0.292)
N (-1.304, -4.086, -0.690)
C (-1.993, -5.260, -0.109)
C (-0.981, -4.243, -2.063)
H (-1.275, -3.213, 1.168)
H (-3.046, -5.267, -0.389)
H (-1.915, -5.280, 0.978)
H (-1.625, -6.242, -0.404)
H (-0.381, -3.412, -2.433)
H (-0.400, -5.087, -2.436)
H (-1.962, -4.217, -2.538)
C (0.627, -0.415, -3.164)
O (0.232, 0.008, -2.118)
N (1.796, -0.087, -3.655)
C (2.238, -0.628, -4.892)
C (2.723, 0.867, -3.167)
H (-0.005, -1.029, -3.824)
H (1.768, -1.489, -5.365)
H (3.289, -0.903, -4.811)
H (2.137, 0.105, -5.692)
H (2.505, 1.796, -3.694)
H (2.677, 0.819, -2.079)
H (3.714, 0.485, -3.410)

***

C28H27CeN3O5S2 | the ωB97M-V functional and the def2-TZVPD basis

E_HOMO (spin up / spin down) ... -9.966 / -9.970 eV
ΔE to the lowest compared entry with this formula, charge and spin ... 0.0 kcal/mol
2S+1 ... 2
Charge ... +1
⟨S²⟩ ... 0.75

Element x y z (Å)
Ce (0.752, 0.660, -1.267)
O (0.413, 3.979, 2.084)
C (0.792, 3.204, 1.090)
O (0.100, 2.993, 0.105)
C (2.131, 2.579, 1.243)
C (2.991, 2.763, 2.318)
C (4.235, 2.142, 2.269)
C (4.578, 1.386, 1.159)
C (3.626, 1.200, 0.155)
N (2.435, 1.783, 0.206)
C (3.868, 0.291, -1.097)
O (4.993, -0.102, -1.295)
O (2.806, 0.061, -1.758)
H (-0.464, 4.367, 1.921)
H (2.692, 3.372, 3.156)
H (4.923, 2.248, 3.095)
H (5.547, 0.924, 1.050)
S (-0.675, -1.747, -1.365)
C (-1.211, -1.535, -3.023)
C (-0.452, -0.751, -3.899)
C (-0.897, -0.540, -5.192)
C (-2.090, -1.098, -5.626)
C (-2.831, -1.896, -4.767)
C (-2.395, -2.121, -3.475)
H (0.540, -0.372, -3.580)
H (-0.301, 0.053, -5.869)
H (-2.425, -0.935, -6.637)
H (-3.751, -2.348, -5.106)
H (-2.959, -2.753, -2.805)
N (-0.377, 0.373, 0.960)
S (0.126, 0.128, 2.459)
C (-1.082, -1.059, 3.087)
C (-1.879, -0.725, 4.168)
C (-2.883, -1.601, 4.553)
C (-3.073, -2.786, 3.861)
C (-2.250, -3.117, 2.796)
C (-1.247, -2.251, 2.401)
C (1.544, -1.036, 2.434)
C (2.045, -1.450, 3.656)
C (3.163, -2.267, 3.683)
C (3.771, -2.653, 2.498)
C (3.256, -2.243, 1.279)
C (2.135, -1.426, 1.246)
H (-1.023, -0.383, 0.702)
H (-1.726, 0.207, 4.689)
H (-3.518, -1.356, 5.391)
H (-3.876, -3.449, 4.142)
H (-2.385, -4.046, 2.265)
H (-0.614, -2.497, 1.560)
H (1.548, -1.148, 4.566)
H (3.567, -2.593, 4.629)
H (4.639, -3.292, 2.525)
H (3.730, -2.547, 0.358)
H (1.697, -1.122, 0.283)
C (-2.713, 1.390, -1.702)
N (-2.530, 2.282, -2.834)
C (-3.729, 2.741, -3.492)
C (-1.314, 2.599, -3.244)
O (-0.272, 2.142, -2.758)
H (-3.702, 1.546, -1.277)
H (-1.966, 1.612, -0.925)
H (-2.627, 0.335, -1.992)
H (-4.242, 1.897, -3.956)
H (-3.490, 3.469, -4.264)
H (-4.405, 3.194, -2.765)
H (-1.269, 3.324, -4.071)

***

C8H8INO2 | the ωB97M-V functional and the def2-TZVPD basis

E_HOMO ... -9.119 eV
ΔE to the lowest compared entry with this formula, charge and spin ... 95.6 kcal/mol
2S+1 ... 1
Charge ... 0

Element x y z (Å)
C (-0.380, -2.399, 0.186)
C (0.236, -1.630, 1.246)
C (-1.090, -1.824, -0.790)
C (0.435, -0.311, 1.172)
C (0.801, 2.708, 0.629)
C (-0.046, 1.907, 0.008)
C (-1.263, -0.369, -0.885)
C (0.154, 0.428, -0.084)
N (1.280, 0.230, -1.053)
O (2.379, 0.095, -0.580)
O (1.019, 0.265, -2.230)
I (-3.071, 0.260, 0.124)
H (-0.300, -3.475, 0.238)
H (0.495, -2.165, 2.147)
H (-1.639, -2.419, -1.508)
H (0.860, 0.245, 1.994)
H (0.633, 3.769, 0.666)
H (1.696, 2.345, 1.109)
H (-0.915, 2.306, -0.497)
H (-1.285, 0.033, -1.892)

***

Among the records above, which one has the lowest 2S+1?
C8H8INO2

***

Number 1 is which compound?
C16H35F3MnN4O8S